No. 1
{"formula": "C9H27NO5", "method": "ωB97M-V with the def2-TZVPD basis set", "elements": ["C", "O", "C", "C", "N", "C", "C", "O", "C", "H", "H", "H", "H", "H", "H", "H", "H", "H", "H", "H", "H", "H", "H", "H", "C", "C", "C", "O", "H", "H", "H", "H", "H", "H", "H", "H", "O", "H", "H", "O", "H", "H"], "xyz": [[1.17566, -3.35568, 0.55270], [0.63872, -3.36750, -0.75427], [1.57071, -3.28120, -1.87654], [2.32997, -1.98157, -1.96325], [1.43425, -0.82053, -1.71431], [0.98920, -0.15563, -2.93514], [-0.15939, 0.89056, -2.69446], [-1.20451, 0.20721, -2.08123], [-2.46636, 0.66908, -2.44780], [2.09456, -4.01585, 0.53532], [0.34466, -3.58159, 1.22272], [1.59029, -2.37889, 0.89751], [0.97595, -3.36710, -2.79658], [2.27418, -4.13339, -1.77385], [2.86877, -1.92662, -2.91319], [3.07201, -2.03596, -1.13659], [0.58320, -1.28372, -1.36393], [0.58024, -0.87579, -3.69080], [1.80024, 0.49023, -3.32706], [-0.42877, 1.12576, -3.74695], [0.12082, 1.82462, -2.11582], [-2.64209, 1.64110, -1.91408], [-3.21052, -0.03150, -2.14046], [-2.52467, 0.88913, -3.47400], [0.19897, 2.35030, 3.35803], [-1.19205, 2.24054, 2.87042], [-1.72408, 3.42569, 2.05283], [-1.48717, 1.08515, 2.18979], [0.44892, 1.51371, 4.02490], [0.26562, 3.26931, 3.92947], [0.87699, 2.32026, 2.52268], [-1.89519, 2.16700, 3.68952], [-2.69160, 3.21565, 1.60029], [-1.08003, 3.55468, 1.13585], [-1.70880, 4.38180, 2.51072], [-0.78322, 1.03938, 1.46712], [1.07678, 0.61994, 0.60979], [1.89998, 0.43138, 1.06991], [1.22043, 0.19474, -0.25459], [-1.97238, -1.29815, 3.52529], [-1.82166, -0.44207, 3.00645], [-1.43863, -1.21451, 4.34361]], "forces_ev_per_a": [[1.69, 0.30, -0.44], [0.15, 0.73, -1.33], [-0.64, -0.81, 0.65], [0.53, 0.35, 1.63], [-0.68, -0.89, -0.56], [-0.36, 1.50, 0.01], [1.03, -0.65, -0.55], [0.10, -0.78, 0.12], [0.06, 1.75, 1.99], [-1.17, 0.02, 0.65], [0.43, -0.51, 0.00], [-0.46, -0.15, -0.52], [-0.16, -0.41, 0.47], [-0.24, 0.34, -0.33], [-0.11, 0.15, 0.10], [-0.10, 0.43, -0.57], [0.17, 0.36, 0.18], [0.54, 0.54, 0.35], [-0.08, -0.81, -0.19], [-0.06, 0.50, 0.55], [-0.05, -1.00, -0.62], [-0.21, -0.59, -0.33], [-0.42, -0.52, 0.15], [-0.14, 0.01, -1.63], [0.30, -0.29, 0.66], [-2.57, 1.54, 0.75], [1.45, -0.56, -2.24], [1.81, -1.52, -2.75], [-0.10, 0.16, -0.15], [0.43, 0.22, 0.00], [0.48, 0.29, -0.30], [0.06, 0.21, 0.89], [-0.24, -0.11, 0.54], [-0.22, -0.14, 0.71], [-0.12, 0.78, 0.85], [-1.13, -0.56, 0.91], [-0.05, 0.28, 0.43], [-0.06, 0.10, 0.21], [0.10, -0.14, -0.38], [0.62, 1.11, 0.03], [-0.09, -1.26, 0.92], [-0.51, 0.04, -0.88]], "fmax_ha_per_bohr": 0.07052, "e_lumo_ev": 0.71, "homo_lumo_gap_ev": 10.349, "total_charge": 0, "e_above_lowest_ev": 1.264}

=====

No. 2
{"formula": "C9H11N10O2V", "method": "ωB97M-V with the def2-TZVPD basis set", "elements": ["V", "O", "C", "C", "C", "C", "C", "C", "N", "H", "H", "H", "H", "H", "H", "H", "N", "C", "N", "N", "N", "N", "C", "N", "N", "N", "N", "H", "C", "O", "H", "H", "H"], "xyz": [[0.22449, 0.53235, -0.22444], [-1.85743, 0.65406, -0.34981], [-2.72636, -0.47551, -0.52489], [-1.82441, -1.66386, -0.70227], [-2.31740, -2.90932, -1.04412], [-1.43094, -3.96588, -1.15945], [-0.07897, -3.74624, -0.92732], [0.33954, -2.47578, -0.60198], [-0.51956, -1.44607, -0.49637], [-2.29902, 1.51352, -0.36576], [-3.36886, -0.32277, -1.39173], [-3.33761, -0.58872, 0.37260], [-3.37738, -3.04242, -1.21201], [-1.78926, -4.95063, -1.42635], [0.64466, -4.54502, -0.99443], [1.37705, -2.25408, -0.39696], [0.81859, 2.94821, 2.13430], [0.33029, 3.33691, 0.91903], [0.04038, 4.55319, 0.53701], [-0.43111, 4.41171, -0.72865], [-0.42986, 3.19564, -1.10083], [0.06769, 2.44893, -0.06149], [1.02882, 1.63882, 2.44137], [1.55910, 1.18100, 3.53989], [1.56503, -0.17434, 3.38648], [1.06894, -0.53166, 2.28157], [0.67601, 0.61381, 1.61193], [1.06906, 3.65111, 2.81397], [3.08699, 0.49154, -1.28003], [1.67801, 0.34049, -1.03508], [3.60656, 0.27816, -0.34847], [3.25074, 1.51668, -1.60417], [3.35622, -0.21383, -2.06153]], "forces_ev_per_a": [[-0.02, 0.21, 0.21], [0.48, -0.02, -0.17], [0.07, -0.02, 0.07], [-0.13, 0.07, -0.02], [0.01, 0.01, 0.04], [0.02, 0.03, 0.01], [0.00, 0.03, 0.02], [0.01, -0.06, 0.11], [0.08, 0.12, 0.13], [-0.08, 0.05, -0.09], [0.03, -0.01, -0.01], [-0.03, -0.02, -0.04], [0.00, -0.01, 0.00], [0.00, -0.01, 0.00], [-0.01, -0.01, -0.01], [0.00, -0.02, -0.02], [0.06, 0.03, 0.01], [-0.02, -0.07, 0.01], [0.00, -0.03, -0.07], [0.01, 0.14, 0.12], [-0.05, -0.17, 0.04], [-0.05, -0.06, 0.01], [-0.09, 0.02, -0.01], [0.00, -0.06, -0.04], [0.03, 0.08, 0.14], [-0.09, -0.09, -0.19], [0.14, -0.16, -0.31], [-0.02, 0.01, 0.00], [-0.33, 0.04, 0.05], [-0.26, -0.05, 0.07], [0.07, 0.01, -0.04], [0.08, -0.02, -0.01], [0.07, 0.03, 0.00]], "spin_multiplicity": 2, "fmax_ha_per_bohr": 0.00985, "e_lumo_ev": [-5.47, -4.90], "homo_lumo_gap_ev": [6.839, 7.417], "total_charge": 1}